DFT (ωB97M-V with the def2-TZVPD basis set) results for an isolated molecule of C4H5N3OS in a non-equilibrium geometry.

Charge: 0
ΔE to the lowest compared entry with this formula, charge and spin: 4.494 eV
LUMO level: 0.43 eV
Frontier orbital gap: 10.3 eV
SMILES: CC(=O)Nc1nncs1

Cartesian coordinates (Å):
1 C 1.29 2.27 -0.86
2 C 0.36 1.05 -0.85
3 O -0.37 0.87 -1.74
4 N 0.42 0.37 0.39
5 C -0.37 -0.85 0.45
6 N -0.59 -1.68 -0.43
7 N -1.37 -2.74 -0.08
8 C -1.72 -2.65 1.18
9 S -1.13 -1.23 1.97
10 H 1.35 2.88 -1.92
11 H 2.52 1.83 -0.78
12 H 1.13 2.92 -0.10
13 H 0.94 0.45 1.02
14 H -2.45 -3.51 1.76